No. 1
{"formula": "C10H9IrN2O5", "method": "ωB97M-V with the def2-TZVPD basis set", "species": ["O", "C", "Ir", "O", "C", "C", "O", "C", "O", "C", "O", "H", "C", "C", "C", "C", "N", "N", "C", "H", "H", "H", "H", "H", "H", "H", "H"], "coordinates": [[-1.775, -0.133, -7.036], [-1.603, 0.003, -5.907], [-0.776, 0.760, -1.034], [0.570, -1.895, -2.000], [0.073, -0.902, -1.676], [-1.183, 2.266, 0.197], [-1.366, 3.136, 0.933], [-2.549, 0.508, -1.750], [-3.617, 0.363, -2.183], [-0.239, 1.891, -2.507], [0.101, 2.583, -3.372], [-1.348, 0.218, -4.361], [3.380, -0.768, 2.353], [1.953, -0.619, 2.000], [0.790, -0.841, 2.724], [-0.291, -0.484, 1.898], [0.218, -0.050, 0.726], [1.558, -0.159, 0.799], [-1.736, -0.559, 2.197], [3.714, 0.065, 2.989], [3.525, -1.694, 2.922], [4.016, -0.801, 1.459], [0.721, -1.221, 3.726], [2.191, 0.089, 0.037], [-1.915, -1.401, 2.879], [-2.082, 0.356, 2.700], [-2.330, -0.710, 1.287]], "lowdin_charge": [0.151, 0.054, 1.129, 0.168, -0.253, -0.222, 0.176, -0.256, 0.177, -0.272, 0.167, 0.030, 0.062, -0.153, 0.181, -0.245, -0.066, 0.106, 0.008, 0.140, 0.128, 0.115, 0.164, 0.194, 0.115, 0.115, 0.085], "gap_ha": [0.203, 0.221], "de_lowest_ev": 0.000, "e_tot_ev": -26548.3386, "e_homo_ev": [-12.816, -18.055], "spin_multiplicity": 5, "lumo_ev": [-7.31, -12.03], "total_charge": 2, "fmax_ha_per_bohr": 0.1054}



No. 2
{"formula": "C10H9N2O", "method": "ωB97M-V with the def2-TZVPD basis set", "species": ["C", "C", "C", "C", "C", "C", "C", "C", "C", "C", "N", "N", "O", "H", "H", "H", "H", "H", "H", "H", "H", "H"], "coordinates": [[2.161, -1.845, 0.272], [0.394, 2.640, -0.044], [2.471, -0.512, 0.211], [1.533, 1.842, -0.052], [0.842, -2.392, 0.043], [-0.883, 1.945, -0.228], [1.464, 0.423, 0.010], [0.194, -0.076, -0.135], [-0.133, -1.464, -0.173], [-2.082, -0.427, -0.379], [-0.919, 0.679, -0.289], [-2.796, -0.334, 0.820], [-1.396, -1.598, -0.544], [3.002, -2.502, 0.181], [0.620, 3.627, -0.212], [3.500, -0.020, 0.392], [2.509, 2.332, -0.172], [0.662, -3.418, -0.117], [-1.746, 2.560, -0.288], [-2.705, -0.238, -1.260], [-3.733, 0.107, 0.778], [-2.960, -1.329, 1.185]], "lowdin_charge": [-0.014, 0.049, -0.021, 0.055, 0.076, 0.022, -0.153, -0.085, -0.187, -0.288, 0.104, 0.114, 0.107, 0.115, 0.090, 0.163, 0.142, 0.119, 0.140, 0.178, 0.120, 0.154], "gap_ha": 0.308, "de_lowest_ev": 0.000, "smiles": "N[C@@H]1Oc2cccc3ccc[n+]1c23", "e_tot_ev": -15536.2123, "e_homo_ev": -12.725, "lumo_ev": -4.35, "total_charge": 1, "fmax_ha_per_bohr": 0.0929}